[1]
{
  "formula": "C25H38F5IrN4O2PSbSe",
  "method": "ωB97M-V/def2-TZVPD",
  "elements": ["Ir", "C", "C", "N", "O", "C", "C", "N", "O", "H", "H", "H", "H", "H", "H", "H", "F", "C", "C", "F", "C", "F", "C", "Se", "C", "F", "C", "F", "N", "C", "C", "N", "C", "C", "H", "H", "H", "H", "H", "H", "H", "H", "H", "H", "H", "C", "P", "C", "C", "C", "C", "C", "C", "C", "H", "H", "H", "H", "H", "H", "H", "H", "H", "H", "H", "C", "Sb", "C", "C", "H", "H", "H", "H", "H", "H", "H", "H", "H"],
  "xyz": [[-0.264542, -0.450378, -0.218620], [-4.619386, 1.054053, -1.306838], [-3.284875, 0.378442, -1.167177], [-2.213393, 0.979819, -0.767841], [-2.234315, 2.348745, -0.542143], [-3.145386, -1.011727, -1.545306], [-4.296315, -1.784827, -2.115417], [-1.964685, -1.538758, -1.423013], [-1.641187, -2.703905, -1.776781], [-4.798386, 1.753261, -0.486913], [-5.419882, 0.321782, -1.289421], [-4.690560, 1.584296, -2.258782], [-3.076029, 2.728493, -0.856211], [-4.706001, -1.276946, -2.986565], [-5.095245, -1.907989, -1.383618], [-3.944749, -2.768976, -2.417126], [6.714709, -2.557175, 0.199957], [5.432220, -2.560445, -0.130259], [4.573468, -1.603594, 0.410552], [5.021165, -0.654525, 1.243018], [3.234728, -1.631386, 0.067390], [2.404396, -0.661165, 0.533875], [2.683744, -2.599610, -0.757839], [0.810779, -2.744655, -1.028094], [3.567593, -3.512760, -1.332173], [3.074325, -4.395518, -2.195827], [4.926205, -3.500580, -1.035728], [5.736583, -4.377977, -1.607080], [2.366771, 4.209066, 0.759265], [1.288399, 4.143719, -0.262403], [1.061234, 2.683579, -0.668160], [0.734544, 1.841763, 0.469982], [1.774934, 1.937288, 1.483068], [2.001257, 3.381742, 1.940647], [2.543236, 5.181223, 1.038804], [3.237059, 3.841675, 0.353780], [1.553622, 4.750240, -1.128675], [0.377975, 4.551131, 0.180712], [1.955473, 2.278996, -1.154530], [0.230094, 2.644094, -1.375349], [-0.157552, 2.145095, 0.856998], [2.703856, 1.540875, 1.065494], [1.503573, 1.318018, 2.338973], [2.795166, 3.428613, 2.686283], [1.089296, 3.799153, 2.370582], [-2.788575, -1.975345, 1.779916], [-1.470757, -0.711954, 1.947786], [-2.422621, 0.712986, 2.639781], [-0.570064, -1.256996, 3.435227], [0.787503, -1.536822, 3.347674], [1.496861, -1.909572, 4.475643], [0.854022, -2.001423, 5.698750], [-0.503782, -1.739185, 5.786186], [-1.218088, -1.371395, 4.661635], [-3.166635, -2.250758, 2.763743], [-2.378817, -2.857726, 1.291847], [-3.605840, -1.588835, 1.173876], [-3.318732, 0.350853, 3.139305], [-2.722812, 1.403940, 1.858641], [-1.808215, 1.245156, 3.362730], [1.278016, -1.449191, 2.388267], [2.551783, -2.121896, 4.405662], [1.402585, -2.291034, 6.580161], [-1.008741, -1.814745, 6.734668], [-2.275007, -1.163660, 4.740320], [1.352503, 1.687075, -4.086626], [0.120598, 0.171795, -3.117777], [0.616188, -1.499719, -4.361617], [-1.723542, 0.671006, -4.105694], [1.294189, 1.538277, -5.157476], [2.384580, 1.582348, -3.771082], [0.992678, 2.682831, -3.849233], [0.338636, -1.276101, -5.388209], [0.078425, -2.378159, -4.015930], [1.681823, -1.696871, -4.304711], [-1.495758, 1.037530, -5.099617], [-2.251416, 1.438382, -3.554159], [-2.344903, -0.213055, -4.181182]],
  "forces_ev_per_a": [[-4.114, -0.326, -3.521], [0.213, 0.061, 0.041], [0.287, 0.377, 0.199], [0.696, -0.199, 0.414], [-0.280, 0.317, 0.125], [-0.431, 0.057, 0.025], [0.327, -0.129, -0.112], [2.820, -0.973, 1.697], [-1.330, 1.026, -0.069], [0.008, 0.030, -0.050], [0.006, -0.016, -0.003], [-0.014, 0.072, -0.026], [0.146, -0.150, 0.080], [-0.100, -0.009, -0.091], [-0.011, -0.017, 0.037], [-0.051, 0.030, 0.016], [0.011, -0.005, -0.079], [-0.444, 0.028, -0.106], [-0.069, -0.156, -0.204], [0.098, -0.031, -0.052], [-0.045, -0.467, -0.428], [0.637, 0.222, 0.467], [0.574, 0.176, 0.343], [-0.210, 1.275, 0.940], [-0.135, 0.532, 0.322], [0.169, -0.251, -0.013], [-0.120, 0.205, 0.173], [0.043, 0.027, 0.087], [0.333, 0.338, 0.002], [-0.528, -0.268, -0.673], [-0.107, 0.270, -0.219], [-0.131, -0.710, 0.138], [0.153, 0.250, 0.322], [-0.120, -0.693, 0.606], [0.035, -0.188, -0.077], [-0.074, 0.182, 0.088], [0.130, 0.021, 0.122], [0.120, 0.073, 0.078], [-0.087, 0.002, -0.027], [0.171, 0.110, 0.019], [-0.044, -0.046, -0.031], [-0.061, -0.092, 0.073], [0.124, 0.048, 0.025], [0.025, 0.112, -0.111], [0.073, 0.118, -0.049], [0.286, 0.145, -0.252], [0.282, -1.024, -0.229], [0.419, 0.107, -0.561], [0.230, 0.093, -0.510], [-0.029, 0.141, -0.193], [0.118, -0.003, 0.141], [0.024, -0.061, -0.120], [-0.125, 0.033, 0.040], [-0.041, 0.093, -0.089], [0.025, 0.071, 0.021], [0.030, -0.057, -0.010], [-0.048, 0.028, -0.043], [0.033, -0.118, 0.033], [-0.100, 0.095, -0.139], [0.040, 0.014, 0.038], [0.076, -0.096, -0.050], [0.129, -0.049, -0.033], [0.081, -0.025, 0.107], [-0.076, -0.040, 0.146], [-0.123, -0.001, 0.095], [-0.235, -0.342, 0.580], [0.110, -0.590, -0.058], [-0.014, 0.157, 0.293], [0.259, 0.022, 0.392], [-0.087, -0.126, -0.166], [0.152, -0.010, 0.041], [-0.062, 0.123, 0.045], [-0.035, 0.156, -0.045], [-0.049, 0.023, 0.080], [0.101, -0.016, 0.039], [0.112, 0.023, -0.146], [-0.122, 0.184, 0.052], [-0.053, -0.183, 0.003]],
  "total_charge": 2,
  "energy_ev": -134176.4360,
  "relative_energy_ev": 4.882,
  "homo_energy_ev": [-12.04, -12.04],
  "homo_lumo_gap_ev": [5.836, 5.834]
}



[2]
{
  "formula": "C23H24AsBrN3O2S2Zr",
  "method": "ωB97M-V/def2-TZVPD",
  "elements": ["Zr", "O", "S", "O", "N", "C", "C", "C", "C", "C", "C", "C", "C", "N", "C", "C", "C", "C", "C", "C", "C", "H", "H", "H", "H", "H", "H", "H", "H", "H", "H", "H", "C", "As", "C", "C", "S", "H", "H", "H", "H", "H", "H", "H", "H", "H", "Br", "C", "C", "C", "C", "C", "N", "H", "H", "H", "H"],
  "xyz": [[0.760168, -1.028599, -0.132592], [1.206106, -0.177653, 1.940722], [-0.066548, 0.551666, 1.652417], [0.227431, 1.134714, 0.272105], [-1.002674, -0.679846, 1.359977], [-2.246135, -0.543252, 0.668426], [-3.371259, 0.069676, 1.149959], [-4.581227, 0.027353, 0.423984], [-4.669668, -0.673686, -0.743467], [-3.525640, -1.325026, -1.263847], [-3.555981, -2.132934, -2.418552], [-2.411096, -2.756655, -2.854729], [-1.216374, -2.518317, -2.181217], [-1.136774, -1.745438, -1.096005], [-2.298045, -1.203674, -0.580921], [-0.552473, 1.731969, 2.782599], [-0.093581, 3.043891, 2.638179], [-0.419860, 3.954703, 3.623411], [-1.172954, 3.550283, 4.722429], [-1.612919, 2.235791, 4.854326], [-1.301807, 1.304730, 3.883081], [-3.351211, 0.559875, 2.114327], [-5.451048, 0.526222, 0.827984], [-5.608564, -0.751438, -1.275681], [-4.491488, -2.270462, -2.947580], [-2.411271, -3.406131, -3.718135], [-0.290107, -2.944159, -2.546540], [0.487147, 3.337315, 1.774312], [-0.089342, 4.980402, 3.539519], [-1.420228, 4.270964, 5.490685], [-2.192815, 1.941766, 5.717868], [-1.619059, 0.273140, 3.975474], [2.382854, 2.436752, -2.240231], [1.408273, 1.078824, -3.178689], [1.943114, 1.098004, -5.017455], [-0.483481, 1.392346, -3.133678], [1.909456, -0.908408, -2.376083], [1.908854, 3.396724, -2.446286], [3.401788, 2.443200, -2.624428], [2.381350, 2.246897, -1.169865], [1.784384, 2.109710, -5.392664], [1.339361, 0.388639, -5.579971], [2.996047, 0.833487, -5.095774], [-0.665652, 2.316710, -3.683988], [-0.847791, 1.499935, -2.113364], [-0.980604, 0.567838, -3.642793], [0.663912, -3.719119, 0.903913], [2.456717, -3.157951, 1.214626], [3.328796, -3.821169, 2.036333], [4.593040, -3.250304, 2.164648], [4.899831, -2.078629, 1.482625], [3.941991, -1.494729, 0.680037], [2.719063, -2.041528, 0.538420], [3.051833, -4.734231, 2.543544], [5.334123, -3.725002, 2.794853], [5.874983, -1.621441, 1.570155], [4.137055, -0.593741, 0.113598]],
  "forces_ev_per_a": [[0.333, -1.024, 0.268], [-0.097, -0.023, -0.103], [-0.145, 0.329, -0.152], [0.039, -0.123, -0.056], [0.119, 0.113, -0.229], [-0.094, 0.103, -0.144], [0.037, -0.077, 0.099], [0.001, -0.004, -0.003], [-0.018, 0.011, 0.017], [0.017, -0.024, 0.013], [0.022, 0.004, -0.017], [0.030, 0.007, 0.011], [0.009, 0.094, -0.085], [0.130, 0.030, 0.273], [-0.102, 0.033, 0.037], [0.081, 0.039, 0.090], [-0.012, 0.007, -0.111], [-0.019, -0.009, 0.017], [-0.005, -0.009, -0.001], [0.001, 0.043, 0.006], [0.008, -0.110, -0.009], [0.007, 0.020, -0.002], [-0.006, -0.005, -0.003], [-0.003, -0.008, 0.003], [-0.007, 0.005, 0.004], [-0.008, 0.003, -0.004], [-0.007, -0.008, -0.001], [0.006, 0.006, 0.009], [0.004, 0.000, -0.003], [-0.001, 0.004, -0.001], [-0.002, -0.014, -0.002], [0.004, 0.002, 0.009], [-0.001, 0.013, -0.001], [-0.016, -0.103, -0.255], [0.047, -0.065, 0.049], [-0.005, 0.040, 0.030], [-0.120, 0.665, 0.269], [0.008, 0.000, -0.021], [0.007, -0.011, 0.034], [-0.051, -0.016, -0.007], [-0.003, -0.009, -0.015], [-0.012, 0.007, 0.011], [-0.001, 0.010, 0.022], [-0.021, -0.001, 0.015], [0.046, -0.016, 0.014], [0.003, -0.006, 0.016], [-0.068, 0.009, 0.003], [-0.042, -0.077, -0.059], [0.047, 0.023, -0.063], [0.013, 0.004, -0.005], [-0.006, 0.019, -0.024], [0.027, -0.069, -0.113], [-0.158, 0.152, 0.130], [-0.013, 0.011, 0.013], [-0.004, -0.001, 0.004], [0.006, -0.011, -0.003], [-0.001, 0.017, 0.028]],
  "total_charge": 3,
  "energy_ev": -186615.3690,
  "relative_energy_ev": 0.954,
  "homo_energy_ev": -16.92,
  "homo_lumo_gap_ev": 6.924
}